Record 1
A cluster of 11 separate species, C27H76N6O11 in total in a non-equilibrium geometry, computed with the ωB97M-V functional and the def2-TZVPD basis.

```
120
Properties=species:S:1:pos:R:3:forces:R:3
H 5.74019 -9.46081 -5.79788 -0.12 0.41 -0.34
N 15.88384 -11.09962 1.34035 3.81 -1.71 -0.82
H 12.64681 -17.97501 -0.40774 0.08 0.14 -0.03
N 12.93000 -14.84527 7.84716 0.41 1.87 3.16
H 8.88620 -10.73582 6.95564 0.04 0.00 -0.11
H 4.23423 -17.46663 0.96103 -0.45 0.05 -0.33
C 6.74186 -10.83711 7.57798 -1.51 0.43 0.33
H 8.19487 -16.12896 -5.09597 0.06 -0.24 0.51
C 3.24455 -16.61583 -3.17252 0.18 -0.81 1.69
H 5.55689 -19.90426 1.24675 0.67 0.39 -0.03
O 5.08173 -9.37093 1.81811 -0.02 0.49 0.20
C 11.39721 -7.19274 4.74041 -0.91 0.10 0.37
H 6.32752 -19.89617 2.93936 0.34 0.06 -0.48
H 5.24028 -10.90386 -6.57592 -0.02 -0.75 0.51
H 11.18965 -20.48262 -0.17559 -0.22 0.17 0.16
H 10.35457 -19.66704 2.33150 -0.09 0.06 0.34
H 7.19477 -12.15034 5.96057 -0.85 -0.33 0.04
C 11.85106 -18.79396 1.14624 -0.38 -1.40 -1.16
H 7.13237 -14.15475 7.10968 0.64 -0.23 0.19
O 3.88952 -17.79342 1.79528 0.34 -0.42 -0.24
O 11.96201 -17.73900 0.22230 0.05 0.95 -0.12
H 5.71054 -17.99276 4.51674 -0.19 -0.50 0.66
C 3.92133 -7.37588 1.33936 0.72 -0.45 0.42
C 7.41828 -12.01783 7.01915 1.36 -0.42 0.14
H 10.12040 -19.35511 -4.24113 0.74 0.10 -0.09
C 4.63888 -10.59200 -4.38502 2.77 -0.35 -2.10
H 9.30989 -7.83480 4.35841 0.02 0.40 0.28
H 1.11877 -16.77126 -3.34104 -0.25 0.10 0.00
H 10.49097 -8.69352 3.46819 0.31 0.14 -0.35
O 11.76079 -8.23658 5.65000 0.24 0.85 0.45
H 1.84808 -15.23748 -3.73690 -0.64 0.51 0.38
H 16.14644 -10.71547 0.44393 1.02 -0.76 0.51
H 5.68704 -11.10618 7.63336 -0.25 0.63 0.24
N 14.28011 -9.89400 0.73576 -2.80 2.75 -2.81
C 4.77775 -17.73464 4.01540 1.72 -0.83 -1.30
H 9.65554 -18.71196 1.07649 0.22 0.24 -0.27
H 7.13446 -10.55373 8.55453 -0.11 -0.33 0.20
H 6.28668 -13.34508 8.32692 -0.46 0.35 -0.18
H 10.90914 -14.49057 0.91348 -0.17 0.07 0.24
H 12.19495 -6.90776 4.05449 0.56 -0.25 0.18
H 10.03905 -6.02080 6.01275 0.03 -0.12 0.10
H 16.54996 -11.64640 1.86707 -0.61 0.10 0.03
H 5.74098 -7.88987 -0.55524 -0.31 -0.12 0.19
O 8.78292 -11.68889 7.00647 2.12 -0.34 0.11
H 3.78776 -16.42853 -4.09879 -0.52 0.42 -0.41
C 3.28227 -18.13049 -2.97112 -0.34 0.25 -0.05
H 9.31130 -19.15858 -5.74380 -0.19 0.32 -0.20
H 3.90815 -18.25767 4.41330 0.09 0.32 0.12
N 10.22073 -13.93963 1.40609 2.67 -0.01 1.65
C 5.86371 -11.37028 -3.85701 -0.13 0.43 0.27
H 9.51861 -15.22757 -5.71746 0.58 -0.25 0.11
H 6.21818 -12.07576 -4.60851 -0.03 -0.03 -0.08
H 6.88102 -9.96232 6.94278 -0.21 -0.02 -0.23
H 13.61416 -15.26339 8.46133 -0.38 0.47 0.21
H 5.82317 -17.43642 2.20350 0.57 -0.28 -0.06
H 5.61506 -11.93722 -2.95987 -0.10 0.10 0.05
H 11.75964 -5.65697 6.25482 0.00 -0.11 0.05
H 12.36667 -20.87971 1.09977 -0.26 -0.24 0.02
H 2.95139 -18.41441 -1.97212 0.19 0.11 0.15
H 12.15131 -8.96846 5.16684 0.02 -0.01 -0.22
C 5.07101 -18.15345 2.53247 -0.70 1.04 0.69
O 11.29841 -17.38233 -5.77183 -0.60 0.72 0.09
H 11.68851 -18.25215 -5.88504 -0.46 -0.25 0.42
C 14.64731 -10.78071 1.60254 -1.18 -0.24 4.05
C 10.27166 -7.70153 3.86308 -0.05 0.30 -0.23
C 6.27997 -7.85455 0.39153 0.51 0.35 0.48
O 13.93998 -11.03164 2.57972 0.40 -0.96 -0.25
C 5.35950 -7.96437 1.62309 -2.01 -0.17 -1.27
H 3.74868 -6.30797 1.47307 0.67 0.18 -0.13
H 12.28923 -14.10951 8.10827 0.52 -0.16 0.45
H 7.89148 -13.54002 8.66146 0.77 0.27 -0.61
O 13.39265 -16.49370 6.52110 1.29 -2.32 -1.11
H 8.59437 -18.81079 -4.16600 -0.46 0.91 -0.26
H 3.58333 -11.94730 -5.21714 0.05 0.02 0.01
H 11.21510 -14.28283 6.29741 0.07 -0.15 -0.48
O 3.55221 -11.41019 -4.42207 -2.45 -1.03 0.99
H 4.80668 -16.64829 4.09983 -0.87 -0.05 -0.16
H 3.28126 -7.83092 2.09524 -0.20 -0.25 -0.27
C 12.71016 -15.53844 6.76539 1.35 -0.96 0.16
C 9.14515 -16.24663 -5.61676 0.01 -0.72 0.45
C 10.47728 -18.72765 1.79244 0.32 -0.55 0.39
H 6.98371 -8.68686 0.38218 0.08 -0.11 0.06
N 8.68812 -14.62375 -0.00995 -1.65 -1.54 -1.90
C 4.91254 -10.16880 -5.84082 0.53 1.09 0.20
C 9.47810 -18.66397 -4.78692 0.06 -1.40 0.49
C 10.10233 -17.30526 -4.92273 0.18 1.00 -1.53
H 12.87408 -20.09924 -0.33806 0.19 0.42 -0.02
C 7.24587 -13.32682 7.80950 -1.47 -0.06 -0.15
O 8.26968 -12.80049 1.27761 0.93 -1.82 -0.36
C 12.05495 -20.12218 0.38068 0.02 -0.34 0.46
H 10.38066 -17.90231 2.49784 0.00 0.02 -0.09
C 9.00629 -13.76215 0.93367 -1.75 3.46 0.82
H 9.19482 -15.48834 -0.13583 -0.23 0.15 0.08
H 5.65152 -7.51834 2.57382 0.86 -0.03 -0.18
H 10.91513 -5.02687 4.86382 0.02 -0.20 -0.29
H 3.62420 -7.65307 0.32794 -0.21 -0.13 0.15
H 4.25519 -18.56553 -3.19972 -0.01 0.03 0.12
H 12.65288 -18.81104 1.88441 -0.01 0.63 0.31
H 1.61364 -15.73320 -1.99781 0.27 -0.08 -0.12
O 3.92671 -15.96736 -2.12120 1.95 -0.05 0.81
H 14.89324 -9.62655 -0.02097 -0.97 0.27 -0.01
H 6.91208 -6.96795 0.34188 -0.17 0.25 0.27
H 4.51031 -9.66295 -3.82965 -0.63 -0.29 0.36
C 10.99955 -5.89911 5.51202 0.29 -0.84 0.03
H 13.28804 -9.71447 0.79634 0.25 0.55 -0.67
C 5.49362 -19.61564 2.29594 -1.29 0.28 0.80
N 11.76791 -15.07638 6.00625 -3.07 1.16 -2.73
H 3.56187 -15.08668 -2.00768 0.11 0.03 -0.08
H 10.20754 -6.94968 3.07649 -0.54 -0.31 -0.41
H 4.02064 -9.72287 -6.28102 0.04 0.37 0.17
H 6.68222 -10.69436 -3.60949 0.10 0.01 -0.03
H 11.73680 -15.41082 5.05373 -0.26 0.15 0.32
H 5.85641 -9.87823 1.56492 0.12 -0.07 0.08
H 8.83102 -16.57575 -6.60727 0.41 -0.24 -0.12
C 1.86553 -16.04954 -3.01003 -1.06 -0.29 -2.21
H 10.54149 -13.29399 2.11345 0.03 -0.08 -0.29
H 10.47205 -16.93355 -3.96709 -0.34 0.07 0.15
H 7.71280 -14.58101 -0.26887 0.22 -0.25 -0.23
H 4.66692 -20.24036 2.63418 -0.22 -0.04 0.26
H 2.53446 -18.54263 -3.64864 0.17 -0.21 -0.21
```
Positions in Å, forces in eV/Å.

E_HOMO ... -0.349 Ha
Charge ... 0
Calculated total energy ... -2230.42486 a.u.
ΔE to the lowest compared entry with this formula, charge and spin ... 503.0 kJ/mol
Kohn-Sham gap ... 9.66 eV
LUMO ... 0.0061 hartree

These are the Mulliken partial charges, in e, on atoms 1 to 5:
1. H 0.3838
2. N -0.3359
3. H 0.2701
4. N -0.4034
5. H 0.2409

Record 2
A cluster of 8 separate species, C27H76N6O9 in total in a non-equilibrium geometry, computed with the ωB97M-V functional and the def2-TZVPD basis.

```
118
Properties=species:S:1:pos:R:3:forces:R:3
N 3.36417 0.36401 -2.09167 0.07 0.30 -0.50
H 2.84064 -3.07399 0.28379 0.11 0.29 -0.14
C -0.29500 -1.01896 0.96590 0.24 1.02 -0.90
H 1.25140 7.17651 0.24857 -0.13 0.09 -0.02
C 1.62004 0.70147 -3.74650 -0.51 -0.89 -0.24
H 1.84665 3.61163 -0.01819 -0.21 0.00 0.17
N 4.79188 5.69128 2.52187 0.32 0.32 0.26
H 2.60215 4.63560 1.19232 0.19 0.21 -0.06
H -3.88435 -2.74669 -4.65157 -0.01 0.16 0.19
O 4.23599 -4.41943 3.35268 0.12 -0.22 -0.05
H 2.24550 -0.77525 -0.85242 -0.14 -0.18 -0.14
H -7.19997 1.61851 -1.81939 -0.04 -0.12 0.01
O -0.23150 3.27088 1.68653 -0.74 -0.19 -0.18
H -0.03315 7.12056 1.30202 0.03 0.20 -0.19
H -5.74192 -1.20769 -4.68767 -0.08 0.00 0.25
H -3.71090 -2.75249 -2.05132 0.19 -0.02 -0.17
H 0.84692 0.45799 -3.01471 0.15 0.21 0.20
C 1.69729 0.48766 1.16414 -0.92 -0.25 0.58
H 0.27231 -1.52572 5.37737 0.01 -0.09 -0.24
H -0.64244 -0.70285 1.95855 -0.14 -0.38 0.10
H 1.78582 1.77686 -3.76232 0.01 0.04 -0.11
C -3.99971 -5.16747 -5.82664 -0.50 0.05 -0.23
H 3.45505 1.37833 -2.12079 -0.06 -0.02 0.15
H -7.18316 1.86275 -0.10185 0.10 -0.15 0.15
N -8.81788 -0.10818 -0.24919 0.25 -0.14 -0.49
H 4.03346 1.13785 -4.89235 -0.11 0.24 0.65
C 2.51395 -4.37518 1.67847 -0.40 0.89 0.29
H 2.66696 -1.13345 -3.30618 -0.03 -0.07 -0.31
O -0.08476 0.52986 5.35533 -0.02 -0.16 -0.07
H 6.97831 -0.96614 -4.78373 0.02 -0.09 0.25
H -6.59879 -4.12977 1.11842 -0.12 0.06 0.20
C -5.03617 -4.33771 -3.87489 -1.48 0.09 0.51
H -4.33170 -4.83331 -3.19671 0.31 -0.04 -0.30
H 0.28871 2.32967 3.43385 -0.14 0.20 0.15
C -6.57474 -0.96033 0.34923 0.42 -0.05 -1.04
H -6.22229 -2.73451 2.19598 0.03 -0.11 0.08
C 2.92435 -3.94932 3.07512 0.44 0.21 0.20
H 6.37838 3.34174 4.44322 0.07 0.22 -0.04
C 0.60403 5.26330 0.68645 0.00 0.84 -0.45
O 6.23697 2.37032 2.02790 -0.02 -0.24 0.13
H 3.68009 -0.44697 -5.38866 0.01 -0.21 0.28
H 2.91845 -2.84898 3.11315 -0.06 -0.06 -0.03
H 5.77715 -2.23955 -4.39448 0.06 -0.09 -0.09
C 5.24737 3.36705 1.87033 0.29 0.18 -0.45
O 3.34769 -3.79410 0.69498 0.05 -0.45 0.12
H 5.01054 0.76244 2.48789 -0.11 0.02 -0.08
H -1.01253 1.59226 2.56648 -0.28 0.16 -0.17
O -0.69180 -2.30584 0.58301 -0.31 -0.25 0.50
H -0.73179 0.26887 6.01429 0.03 0.09 0.05
H 5.63186 4.84137 4.98077 -0.18 0.14 -0.07
H 0.62126 4.82894 2.74918 -0.03 -0.16 -0.06
O -6.95910 -2.31765 0.30454 -0.17 0.09 0.42
H -6.69610 -0.50690 1.34041 0.04 -0.15 0.11
H -5.15282 -3.18975 0.82537 0.01 0.20 0.13
H -0.98244 5.17738 2.14387 -0.17 -0.28 -0.16
C 5.55638 4.04021 4.24880 0.35 -1.05 -0.10
H -2.65563 -1.91005 -0.12673 0.50 0.09 -0.25
H -4.31113 -1.18279 -2.72687 0.41 -0.07 0.06
H 2.72557 0.61648 0.85526 0.17 0.14 -0.09
C -0.05406 4.63896 1.89437 0.68 0.36 0.48
C -4.48158 -2.25868 -2.63352 -1.41 0.43 -0.16
H -7.39491 -0.80752 -1.59338 0.15 0.10 -0.12
H 4.24327 2.98218 2.09639 0.02 -0.04 0.00
H 2.48573 -5.46255 1.60398 0.13 -0.04 -0.14
H 5.61231 -1.18532 -5.83777 -0.13 -0.12 0.06
N 1.79402 -1.50481 -0.29741 -0.38 -0.13 0.34
H -4.22094 -5.79319 -6.69066 -0.06 -0.06 0.08
H -2.30213 -3.52648 0.50620 0.10 0.02 -0.13
C 5.61129 4.50383 2.79110 -0.26 0.09 0.70
C 2.88448 -0.07003 -3.43404 0.29 0.60 1.33
C 1.94382 4.64352 0.32979 -0.43 -0.49 -0.42
H -8.96784 0.71010 0.32482 0.05 -0.08 0.16
H -5.52480 -0.88441 0.01875 0.06 -0.01 0.35
C 5.79049 1.05559 1.77629 0.00 0.12 -0.02
H -5.99595 -2.49797 -5.56964 -0.27 -0.28 0.14
H 1.19920 0.34569 -4.69258 0.15 0.37 -0.15
N -5.93971 -2.20249 -4.59717 0.28 0.31 -0.41
H 1.00513 -0.58140 4.03251 -0.05 -0.18 -0.03
H -5.75736 1.21109 -0.90983 0.00 -0.16 0.02
C 5.92170 -1.23364 -4.78963 -0.04 0.33 -0.15
C 3.95393 0.11981 -4.48184 0.06 -0.37 -1.40
H -3.65496 -4.20426 -6.21439 0.30 -0.07 0.12
C -6.84738 1.17578 -0.88445 -0.08 0.65 -0.51
H -6.03116 -4.41132 -3.41207 0.22 -0.07 0.14
H 1.04892 -1.97523 -0.79840 0.21 0.03 -0.30
C -6.19408 -3.12024 1.17371 0.08 -0.20 -0.42
H 1.52744 -1.53202 1.80327 0.27 -0.12 -0.30
H 5.41586 0.95060 0.75146 -0.06 -0.05 0.02
C 0.75928 -0.59266 5.09272 0.04 0.28 0.30
C -4.77201 -2.85384 -4.00292 1.14 -0.19 -0.24
H 6.63450 0.38328 1.91289 0.06 0.05 -0.05
C 1.22319 -0.93958 0.92248 0.13 -0.19 0.58
O -5.20866 -5.00369 -5.10190 0.55 -0.23 -0.29
O 5.21173 -0.29269 -3.99818 0.21 -0.06 -0.03
H 1.69021 -0.51546 5.66230 -0.01 0.03 -0.03
H -0.73568 -0.31004 0.24014 0.13 0.11 0.10
H 4.40904 -4.34644 4.29422 -0.03 0.06 -0.01
H 1.60186 0.67977 2.23774 0.25 0.22 -0.08
H -3.23727 -5.66405 -5.22170 0.12 0.14 0.04
C -0.61183 2.56399 2.84931 0.96 -0.37 0.28
C -7.40942 -0.21117 -0.67932 -0.57 0.02 0.90
H 2.23422 -4.31365 3.84612 -0.21 -0.10 -0.24
H 1.01322 1.18984 0.68118 0.37 0.15 -0.25
H 2.36937 5.18541 -0.51742 0.28 0.16 0.26
H 3.79036 5.55847 2.62388 0.05 -0.45 -0.05
H 6.65197 4.75150 2.56449 -0.06 0.21 -0.09
H -2.55119 -2.16591 1.57666 0.48 0.03 0.18
H 4.31638 0.02513 -1.97573 -0.06 -0.10 0.02
H -5.44305 -2.32199 -2.10323 0.25 -0.14 0.29
C -2.08008 -2.46556 0.62849 -1.02 -0.45 0.18
H -0.06536 5.22864 -0.18512 -0.04 -0.50 0.09
H 5.27371 3.75739 0.84268 -0.25 -0.20 -0.02
H 1.50238 -3.96217 1.55232 -0.13 -0.44 -0.03
H 4.67279 3.41233 4.41508 -0.24 0.46 0.15
H 5.01195 6.33815 3.27429 0.01 0.26 -0.27
H -9.06859 -0.94222 0.26603 -0.17 0.03 0.01
N 0.83333 6.68040 1.02235 0.16 -0.37 0.46
H -1.30259 3.10049 3.50306 -0.17 0.09 -0.22
```
Positions in Å, forces in eV/Å.

E_HOMO ... -0.335 Ha
Charge ... 0
Calculated total energy ... -2079.83992 a.u.
ΔE to the lowest compared entry with this formula, charge and spin ... 0.0 kJ/mol
Kohn-Sham gap ... 9.42 eV
LUMO ... 0.0115 hartree

These are the Mulliken partial charges, in e, on atoms 1 to 5:
1. N -0.6897
2. H 0.4713
3. C -0.7697
4. H 0.2308
5. C -1.4534